Version A
3 unconnected molecules or ions with the total composition C5H15N2, computed with ωB97M-V/def2-TZVPD.

Properties
**HOMO level**: -13.41 eV
**Net charge**: +1
**2S+1**: 1
**LUMO**: -8.64 eV

```
22
C5H15N2 | the OMol25 dataset | ωB97M-V/def2-TZVPD
C 2.274 0.574 1.179
N -0.006 -2.111 0.034
C 0.153 -2.092 1.511
C 1.091 0.985 1.662
N -1.091 0.143 -0.457
C -0.855 0.526 -1.804
C -1.170 1.993 -2.030
H 2.498 -0.114 0.236
H 3.135 0.636 1.870
H -0.526 -2.968 -0.209
H 1.187 -2.033 1.850
H -0.288 -3.009 1.925
H -0.344 -1.201 1.877
H 1.141 1.588 2.542
H 0.127 0.950 1.085
H -2.067 -0.218 -0.420
H -0.696 -1.167 -0.169
H -1.233 -0.024 -2.670
H 0.209 0.417 -1.775
H -1.332 2.291 -3.118
H -2.020 2.361 -1.405
H -0.185 2.473 -1.713
```

=====

Version B
2 unconnected molecules or ions with the total composition C5H15N2, computed with ωB97M-V/def2-TZVPD.

Properties
**HOMO level**: -13.84 eV
**Net charge**: +1
**2S+1**: 1
**LUMO**: -8.87 eV

```
22
C5H15N2 | the OMol25 dataset | ωB97M-V/def2-TZVPD
C -1.089 1.927 -0.826
C 0.184 1.427 -0.085
C -0.339 0.955 1.318
C 0.181 -0.290 2.031
C 0.645 -1.341 0.872
N -0.380 -1.671 0.054
N 0.963 -1.398 -2.373
H -1.513 1.070 -1.365
H -1.759 2.324 -0.075
H -0.804 2.727 -1.531
H 0.640 0.641 -0.685
H -0.367 1.840 1.948
H -1.344 0.611 1.008
H 0.876 0.049 2.755
H -0.674 -0.807 2.477
H 1.127 -2.169 1.421
H 1.426 -0.900 0.276
H -1.038 -2.264 0.606
H 0.419 -2.006 -1.761
H 1.645 -1.957 -2.875
H 0.369 -1.067 -3.134
H 0.832 2.300 -0.054
```

=====

Version C
2 unconnected molecules or ions with the total composition C5H15N2, computed with ωB97M-V/def2-TZVPD.

Properties
**HOMO level**: -14.47 eV
**Net charge**: +1
**2S+1**: 1
**LUMO**: -3.77 eV

```
22
C5H15N2 | the OMol25 dataset | ωB97M-V/def2-TZVPD
C 0.447 1.109 0.148
C -0.914 1.002 0.862
C -1.545 -0.388 0.816
C -0.739 1.535 2.292
H 0.836 2.126 0.188
H 1.112 0.399 0.646
H 0.316 0.790 -0.895
H -1.629 1.723 0.439
H -2.382 -0.450 1.512
H -0.839 -1.188 1.094
H -2.011 -0.545 -0.163
H -0.398 2.575 2.272
H -1.668 1.533 2.860
H 0.054 1.006 2.839
N 0.159 -1.952 -1.636
C 1.329 -1.392 -1.440
N 2.099 -0.995 -2.420
H -0.196 -2.186 -2.552
H -0.470 -1.943 -0.843
H 1.643 -1.255 -0.417
H 3.005 -0.599 -2.225
H 1.790 -0.906 -3.378
```

=====

version C (567.6 kJ/mol below the next structure)

=====

Version A
A molecular structure, C3H9N4, computed with ωB97M-V/def2-TZVPD.

Properties
**HOMO level**: -14.28 eV
**Net charge**: +1
**2S+1**: 1
**LUMO**: -3.84 eV

```
16
C3H9N4 | the OMol25 dataset | ωB97M-V/def2-TZVPD
C 1.882 -0.974 -0.268
C 2.124 1.360 -0.196
C -2.033 0.485 0.084
N 0.983 -1.280 0.613
N -0.778 0.441 0.522
N 2.022 0.235 -0.801
N -2.614 -0.309 -0.778
H 2.605 -1.698 -0.568
H 2.079 1.343 0.909
H 2.115 2.306 -0.792
H -2.811 1.224 0.467
H 0.950 -2.184 0.954
H -0.091 -0.586 0.431
H -0.627 0.993 1.381
H -2.167 -1.116 -1.202
H -3.640 -0.239 -0.756
```

=====

Version B
A molecular structure, C3H9N4, computed with ωB97M-V/def2-TZVPD.

Properties
**HOMO level**: -14.24 eV
**Net charge**: +1
**2S+1**: 1
**LUMO**: -3.21 eV

```
16
C3H9N4 | the OMol25 dataset | ωB97M-V/def2-TZVPD
C 0.992 0.575 -0.041
C -0.710 -0.196 -0.564
C -1.782 0.520 0.236
N 1.797 -0.414 0.228
N -0.344 -1.458 -0.051
N 1.206 1.909 -0.113
N 1.120 -1.594 -0.014
H -0.587 -0.217 -1.596
H -2.475 1.336 -0.284
H -1.345 1.020 1.229
H -2.476 -0.297 0.579
H -0.797 -1.643 0.863
H 0.375 2.402 -0.339
H 2.138 2.331 0.000
H 1.530 -1.963 -0.895
H 1.359 -2.312 0.763
```

=====

Version C
A gas-phase ion, C3H9N4 (charge +1), computed with ωB97M-V/def2-TZVPD.

Properties
**HOMO level (spin up / spin down)**: -12.47 / -12.46 eV
**Net charge**: +1
**2S+1**: 1
**LUMO (spin up / spin down)**: -4.94 / -4.94 eV

```
16
C3H9N4 | the OMol25 dataset | ωB97M-V/def2-TZVPD
C -0.547 1.179 0.435
C 1.507 -0.161 0.286
C 0.730 -1.223 -0.506
N -1.280 2.159 0.858
N 0.658 0.849 0.864
N -0.350 -0.727 -1.278
N -1.401 -1.425 -1.225
H 2.059 -0.614 1.023
H 2.275 0.185 -0.355
H 1.497 -1.471 -1.250
H 0.476 -2.085 0.220
H -0.868 2.771 1.514
H 1.040 1.433 1.517
H -2.172 -1.277 -1.916
H -2.008 2.385 0.262
H -1.615 -1.979 -0.449
```

=====

version A (213.1 kJ/mol below the next structure)

=====

Version A
A gas-phase ion, C3H9N4 (charge +1), computed with ωB97M-V/def2-TZVPD.

Properties
**SMILES**: [H]/N=N/N(C)C(C)=[NH2+]
**HOMO level**: -14.71 eV
**Net charge**: +1
**2S+1**: 1
**LUMO**: -4.26 eV

```
16
C3H9N4 | the OMol25 dataset | ωB97M-V/def2-TZVPD
C -0.627 -0.164 0.520
C -0.629 0.601 1.845
C 0.410 -0.671 -1.653
N 2.134 1.216 -0.958
N 1.068 1.286 -0.293
N 0.255 0.101 -0.424
N -1.415 -1.180 0.565
H -0.302 1.603 1.629
H 0.149 0.078 2.455
H -1.516 0.544 2.401
H 1.419 -1.176 -1.780
H -0.255 -1.452 -1.789
H 0.414 -0.007 -2.471
H 2.615 2.108 -0.836
H -2.249 -1.200 1.164
H -1.470 -1.687 -0.376
```

=====

Version B
2 unconnected molecules or ions with the total composition C3H9N4, computed with ωB97M-V/def2-TZVPD.

Properties
**HOMO level**: -13.13 eV
**Net charge**: +1
**2S+1**: 1
**LUMO**: -3.25 eV

```
16
C3H9N4 | the OMol25 dataset | ωB97M-V/def2-TZVPD
C -0.267 0.594 1.689
C 0.928 -0.328 -1.400
C -1.414 0.111 1.264
N 1.903 -0.835 -0.951
N -0.305 -0.246 -1.635
N 3.213 -0.653 -0.828
N -2.104 0.545 0.031
H 0.114 0.250 2.738
H -1.987 -0.372 1.990
H 0.189 1.366 1.077
H -0.644 -0.803 -2.384
H -1.170 0.465 -0.704
H 3.289 0.089 -0.183
H 3.601 -1.494 -0.368
H -2.567 1.442 0.026
H -2.780 -0.130 -0.361
```

=====

version A (146.3 kJ/mol below the next structure)

=====

Version A
A gas-phase ion, C3H9N4 (charge +1), computed with ωB97M-V/def2-TZVPD.

Properties
**SMILES**: N/C=C\[C@@H](N)N=[NH2+]
**HOMO level (spin up / spin down)**: -12.33 / -12.33 eV
**Net charge**: +1
**2S+1**: 1
**LUMO (spin up / spin down)**: -5.62 / -5.62 eV

```
16
C3H9N4 | the OMol25 dataset | ωB97M-V/def2-TZVPD
C 0.304 0.749 -0.248
C 1.605 0.998 0.090
C -0.564 -0.490 -0.323
N -1.603 -0.052 0.468
N 0.189 -1.628 0.060
N -2.617 0.571 0.085
N 2.524 0.042 0.234
H -0.206 1.683 -0.259
H 1.826 2.000 -0.145
H -1.003 -0.617 -1.379
H -0.303 -2.395 -0.366
H 0.452 -1.847 0.991
H -3.079 0.879 0.931
H -3.027 0.830 -0.822
H 3.424 0.136 0.630
H 2.077 -0.858 0.054
```

=====

Version B
2 unconnected molecules or ions with the total composition C3H9N4, computed with ωB97M-V/def2-TZVPD.

Properties
**HOMO level (spin up / spin down)**: -12.55 / -12.56 eV
**Net charge**: +1
**2S+1**: 1
**LUMO (spin up / spin down)**: -4.81 / -4.81 eV

```
16
C3H9N4 | the OMol25 dataset | ωB97M-V/def2-TZVPD
C -1.866 0.581 -0.012
C -0.826 1.241 0.647
C -1.236 -0.681 -0.558
N 0.337 0.648 0.385
N -0.806 2.405 1.311
N 2.501 -1.624 -0.491
N 0.178 -0.443 -0.210
H -2.987 0.897 -0.071
H -1.649 -1.629 -0.029
H -1.507 -0.991 -1.687
H 2.355 -2.394 -1.131
H -1.664 2.951 1.294
H 0.050 3.017 1.473
H 2.736 -1.919 0.396
H 1.173 -1.128 -0.407
H 3.210 -0.930 -0.909
```

=====

version B (165.8 kJ/mol below the next structure)

=====

Version A
A single C12H15N molecule, computed with ωB97M-V/def2-TZVPD.

Properties
**SMILES**: CN[C@H]1[C@@H]2CC[C@H]1c1ccccc12
**HOMO level**: -8.19 eV
**Net charge**: 0
**2S+1**: 1
**LUMO**: 0.98 eV

```
28
C12H15N | the OMol25 dataset | ωB97M-V/def2-TZVPD
C 2.241 -2.082 -0.188
C 1.466 0.169 -0.448
C 0.808 0.105 0.949
C 0.798 1.700 1.273
C 0.330 2.338 -0.061
C 0.362 0.996 -1.053
C -0.830 0.354 -0.578
C -2.055 0.350 -1.183
C -3.108 -0.338 -0.637
C -2.832 -0.903 0.591
C -1.593 -1.066 1.123
C -0.570 -0.313 0.630
H 2.188 -3.152 -0.553
H 3.264 -1.759 0.009
H 1.801 -2.247 0.895
H 1.669 -1.327 -2.014
H 2.404 0.599 -0.595
H 1.388 -0.467 1.807
H 1.868 2.114 1.676
H 0.014 2.034 1.977
H 0.902 3.245 -0.486
H -0.686 2.673 -0.179
H 0.300 1.446 -2.088
H -2.148 0.854 -2.099
H -4.157 -0.654 -0.802
H -3.688 -1.433 1.089
H -1.477 -1.953 1.902
N 1.339 -1.281 -0.956
```

=====

Version B
A single C12H15N molecule, computed with ωB97M-V/def2-TZVPD.

Properties
**SMILES**: C=C=CCN(C)Cc1ccccc1
**HOMO level**: -8.40 eV
**Net charge**: 0
**2S+1**: 1
**LUMO**: 0.96 eV

```
28
C12H15N | the OMol25 dataset | ωB97M-V/def2-TZVPD
C 2.615 -2.098 0.327
C 1.660 -0.176 -1.017
C 2.364 0.896 -0.338
C 1.828 2.071 -0.165
C 1.299 3.263 -0.089
C 0.470 -1.110 0.961
C -0.892 -0.590 0.532
C -1.545 -1.282 -0.471
C -2.826 -0.885 -0.904
C -3.400 0.246 -0.385
C -2.705 0.969 0.596
C -1.439 0.602 1.006
H 3.243 -2.397 -0.511
H 3.234 -1.564 1.079
H 2.266 -3.024 0.820
H 0.732 0.158 -1.446
H 2.275 -0.629 -1.792
H 3.400 0.812 -0.044
H 1.437 3.859 -0.995
H 0.713 3.485 0.776
H 0.347 -2.049 1.527
H 0.895 -0.356 1.663
H -1.092 -2.233 -0.782
H -3.373 -1.466 -1.657
H -4.369 0.598 -0.744
H -3.162 1.878 0.953
H -0.938 1.197 1.764
N 1.403 -1.386 -0.134
```

=====

Version C
A single C12H15N molecule, computed with ωB97M-V/def2-TZVPD.

Properties
**SMILES**: N[C@@H]1C[C@@H]2CC[C@H]1c1ccccc12
**HOMO level**: -8.36 eV
**Net charge**: 0
**2S+1**: 1
**LUMO**: 0.86 eV

```
28
C12H15N | the OMol25 dataset | ωB97M-V/def2-TZVPD
C 1.466 -0.790 -0.815
C 1.407 0.696 -1.138
C 0.348 1.327 -0.400
C 1.323 1.579 0.992
C 1.438 0.320 1.556
C 0.770 -0.928 0.628
C -0.616 -0.643 0.437
C -1.827 -1.519 0.564
C -3.013 -1.017 -0.101
C -3.094 0.421 -0.413
C -1.933 1.234 -0.343
C -0.873 0.671 -0.021
H 2.918 -2.375 -0.716
H 3.303 -1.121 0.216
H 1.053 -1.570 -1.532
H 1.543 1.094 -2.268
H 2.538 1.127 -0.609
H 0.250 2.241 -1.130
H 2.196 2.060 0.889
H 0.936 2.443 1.648
H 2.449 -0.187 1.771
H 0.828 0.146 2.384
H 0.792 -2.002 1.119
H -1.832 -2.553 1.008
H -3.613 -1.798 -0.305
H -4.080 0.880 -0.709
H -1.936 2.271 -0.963
N 2.897 -1.251 -0.926
```

=====

version B (80.4 kJ/mol below the next structure)

=====

Version A
A single C3H3NOS molecule, computed with ωB97M-V/def2-TZVPD.

Properties
**SMILES**: Sc1ncco1
**HOMO level**: -8.98 eV
**Net charge**: 0
**2S+1**: 1
**LUMO**: 0.77 eV

```
9
C3H3NOS | the OMol25 dataset | ωB97M-V/def2-TZVPD
C -0.197 0.160 -0.051
C 1.239 -0.965 -1.132
C 1.482 -1.181 0.112
H -2.219 0.938 -0.466
H 1.459 -1.611 -2.170
H 2.163 -1.836 0.791
N 0.098 -0.174 -1.222
O 0.665 -0.235 0.918
S -1.410 1.095 0.593
```

=====

Version B
A single C3H3NOS molecule, computed with ωB97M-V/def2-TZVPD.

Properties
**SMILES**: Sc1cocn1
**HOMO level**: -9.01 eV
**Net charge**: 0
**2S+1**: 1
**LUMO**: 0.77 eV

```
9
C3H3NOS | the OMol25 dataset | ωB97M-V/def2-TZVPD
C -0.548 -0.407 0.266
C 0.481 -1.091 -0.251
C 0.933 1.061 -0.453
H -1.927 0.440 1.520
H 0.704 -2.012 -0.570
H 1.312 2.038 -0.745
N -0.243 0.974 0.154
O 1.455 -0.125 -0.777
S -2.167 -0.877 0.857
```

=====

Version C
A single C3H3NOS molecule, computed with ωB97M-V/def2-TZVPD.

Properties
**SMILES**: N#CC(=O)CS
**HOMO level**: -10.09 eV
**Net charge**: 0
**2S+1**: 1
**LUMO**: -0.07 eV

```
9
C3H3NOS | the OMol25 dataset | ωB97M-V/def2-TZVPD
C -0.545 -0.614 -0.077
C 0.642 0.399 -0.130
C 2.085 -0.150 0.166
H -2.373 0.648 1.115
H -0.330 -1.233 -0.938
H -0.229 -1.388 0.727
N 3.065 -0.735 0.013
O 0.644 1.542 -0.055
S -2.298 -0.189 -0.019
```

=====

version B (26.9 kJ/mol below the next structure)

=====

Version A
A single C3H3NOS molecule, computed with ωB97M-V/def2-TZVPD.

Properties
**SMILES**: O=C1C=NCS1
**HOMO level**: -9.29 eV
**Net charge**: 0
**2S+1**: 1
**LUMO**: -0.53 eV

```
9
C3H3NOS | the OMol25 dataset | ωB97M-V/def2-TZVPD
C 0.909 -1.206 -0.045
C 2.212 -0.504 -0.080
C -0.208 0.860 -0.033
N -0.155 -0.538 0.029
O 3.342 -0.815 -0.029
S 1.517 1.529 0.064
H 0.974 -2.334 -0.229
H -0.704 0.931 -0.902
H -0.837 1.382 0.708
```

=====

Version B
2 unconnected molecules or ions with the total composition C3H3NOS, computed with ωB97M-V/def2-TZVPD.

Properties
**HOMO level (spin up / spin down)**: -9.02 / -9.03 eV
**Net charge**: 0
**2S+1**: 1
**LUMO (spin up / spin down)**: -3.39 / -3.39 eV

```
9
C3H3NOS | the OMol25 dataset | ωB97M-V/def2-TZVPD
C 0.528 -0.791 -0.003
C 0.805 -2.178 0.100
C 0.824 0.600 0.369
N -0.097 0.242 -0.751
O -0.149 -1.762 0.857
S -3.221 1.288 -1.159
H 0.469 1.023 1.336
H 1.829 1.040 0.083
H -0.987 0.538 -0.833
```

=====

version A (668.7 kJ/mol below the next structure)

=====

Version A
A molecular structure, C3H5NS, computed with ωB97M-V/def2-TZVPD.

Properties
**HOMO level**: -8.76 eV
**Net charge**: 0
**2S+1**: 1
**LUMO**: -1.66 eV

```
10
C3H5NS | the OMol25 dataset | ωB97M-V/def2-TZVPD
C -0.282 0.624 0.190
C 0.449 -0.520 -0.328
C -0.237 -1.527 -1.202
H -0.425 2.068 1.868
H 0.852 1.594 1.755
H -1.353 0.893 0.013
H 1.561 -0.546 0.189
H -1.295 -1.245 -1.600
N 0.390 1.900 0.521
S 0.342 -3.242 -1.406
```

=====

Version B
A single C3H5NS molecule, computed with ωB97M-V/def2-TZVPD.

Properties
**SMILES**: C=CNC=S
**HOMO level**: -8.75 eV
**Net charge**: 0
**2S+1**: 1
**LUMO**: 0.11 eV

```
10
C3H5NS | the OMol25 dataset | ωB97M-V/def2-TZVPD
C -2.909 -0.231 -0.072
C -1.713 0.388 -0.002
C 0.666 0.450 0.052
H -3.742 0.307 -0.401
H -3.015 -1.214 0.442
H -1.440 1.371 -0.162
H -0.582 -1.172 -0.292
H 0.523 1.497 0.339
N -0.489 -0.314 0.142
S 2.213 -0.139 -0.049
```

=====

version B (570.8 kJ/mol below the next structure)